A cluster of 13 separate species, C78H195N13O26 in total. Source: the OMol25 dataset; level of theory: ωB97M-V with the def2-TZVPD basis set.

Calculated values
* electronic energy: -156632.90148 eV
* LUMO energy: 0.0232 Ha
* strongest force on any atom: 0.0641 Eh/bohr
* E_HOMO: -8.328 eV
* ΔE to the lowest compared entry with this formula, charge and spin: 61.6 kcal per mole
* orbital gap: 8.960 eV

Element x y z (Å)
C -3.5229 -1.3595 -12.5650
O -2.8992 -2.0068 -11.4426
C -2.1331 -1.1050 -10.5867
C -1.8337 -1.8193 -9.2508
N -0.9797 -0.9901 -8.3110
C -0.9036 -1.6121 -7.0291
C 0.1451 -0.8991 -6.1458
O 1.3890 -0.9822 -6.8308
C 2.4191 -0.4143 -6.0927
H -3.7438 -2.1401 -13.2930
H -2.9051 -0.6623 -13.1310
H -4.4949 -0.9971 -12.2304
H -2.6272 -0.1558 -10.3793
H -1.1607 -0.8768 -11.0232
H -1.3711 -2.7523 -9.5725
H -2.7085 -2.2056 -8.7279
H -0.0024 -0.8846 -8.5430
H -0.5680 -2.6433 -7.1389
H -1.8605 -1.5862 -6.5076
H 0.1422 -1.4110 -5.1835
H -0.2117 0.1271 -6.0590
H 2.1034 0.5650 -5.7329
H 3.3769 -0.3905 -6.6125
H 2.6323 -0.9433 -5.1639
C 3.2784 10.7397 3.0031
O 3.6695 9.4307 2.5909
C 4.1023 9.3070 1.2675
C 4.6401 7.8613 1.0155
N 3.6961 6.8345 1.3378
C 4.1553 5.5440 0.8781
C 3.3828 4.4399 1.5408
O 3.6506 4.3324 2.9372
C 2.9165 3.3791 3.7047
H 3.7993 11.5830 2.5496
H 3.3233 10.8593 4.0856
H 2.2294 10.8675 2.7359
H 4.8240 10.1118 1.1275
H 3.2714 9.5393 0.6013
H 5.5598 7.6398 1.5570
H 5.0426 7.7884 0.0052
H 3.3519 6.7920 2.2864
H 5.2255 5.4338 1.0531
H 4.0129 5.3292 -0.1810
H 3.8033 3.5323 1.1078
H 2.3278 4.3678 1.2764
H 3.0219 3.4633 4.7863
H 3.1516 2.3612 3.3936
H 1.8512 3.5046 3.5115
C -5.9439 -3.8586 -3.3586
O -5.8867 -4.6913 -2.1651
C -5.3442 -5.9954 -2.3467
C -5.4721 -6.7681 -1.0637
N -4.6088 -6.2877 -0.0193
C -3.2385 -6.5547 -0.2927
C -2.2758 -5.8767 0.7010
O -0.9539 -6.2710 0.3465
C 0.0033 -5.6749 1.2310
H -6.4993 -2.9516 -3.1200
H -6.4549 -4.2724 -4.2280
H -4.9369 -3.5965 -3.6829
H -4.3419 -5.9212 -2.7686
H -5.8645 -6.5514 -3.1266
H -5.4115 -7.8542 -1.1333
H -6.4723 -6.6236 -0.6552
H -4.7402 -5.2864 -0.0055
H -2.8347 -6.1400 -1.2164
H -3.0675 -7.6288 -0.3643
H -2.5010 -6.1645 1.7279
H -2.3117 -4.7910 0.6122
H 0.9543 -5.9956 0.8057
H -0.0855 -6.0389 2.2546
H -0.0799 -4.5933 1.1246
C -1.9330 -6.3424 -6.1102
O -2.3011 -4.9443 -6.0647
C -2.1271 -4.3342 -4.8315
C -0.6379 -4.3086 -4.3019
N -0.7125 -3.8123 -2.9377
C 0.5341 -3.9932 -2.1981
C 1.5995 -2.8972 -2.4988
O 2.7920 -2.9526 -1.7058
C 3.5025 -1.7838 -1.5253
H -0.9099 -6.6770 -5.9390
H -2.0716 -6.6977 -7.1313
H -2.5922 -6.9878 -5.5297
H -2.7203 -4.7970 -4.0429
H -2.5546 -3.3325 -4.7886
H 0.0614 -3.7089 -4.8844
H -0.2183 -5.3122 -4.3718
H -0.9018 -2.8211 -2.9810
H 0.9446 -4.9959 -2.3171
H 0.2974 -3.8344 -1.1460
H 1.0691 -1.9716 -2.2750
H 1.8500 -2.8256 -3.5572
H 2.8059 -0.9902 -1.2553
H 3.8590 -1.4708 -2.5067
H 4.3014 -1.9373 -0.7998
C 4.4592 0.3225 6.0425
O 3.3459 -0.1654 6.7121
C 2.2499 0.7182 6.5741
C 1.1089 0.2711 7.5616
N 0.3645 -0.7911 6.8332
C -0.2789 -1.7883 7.6886
C -0.6047 -3.1561 7.0563
O 0.1859 -3.5015 5.8718
C -0.2490 -4.7252 5.2943
H 4.6951 1.2991 6.4652
H 4.2103 0.5438 5.0047
H 5.2527 -0.4242 6.0741
H 1.8552 0.7715 5.5594
H 2.6412 1.6671 6.9409
H 0.4085 1.0648 7.8211
H 1.5248 -0.1325 8.4847
H 0.9388 -1.3574 6.2251
H -1.1206 -1.3094 8.1888
H 0.2896 -2.0474 8.5817
H -1.6661 -3.1511 6.8084
H -0.4714 -3.9014 7.8405
H -1.2588 -4.7514 4.8848
H -0.2373 -5.4894 6.0714
H 0.5303 -5.0251 4.5936
C 11.4693 -1.0550 6.0326
O 10.5378 -1.6530 6.9769
C 9.9472 -2.8846 6.5199
C 8.9311 -3.4977 7.5112
N 7.6760 -2.7346 7.4104
C 6.7527 -3.2568 8.3747
C 5.2957 -3.0925 7.8873
O 5.1061 -3.6961 6.6414
C 4.0258 -3.2196 5.8437
H 12.3299 -1.6863 5.8115
H 11.8559 -0.1210 6.4403
H 10.8902 -0.8567 5.1307
H 10.7434 -3.6210 6.4118
H 9.4986 -2.8330 5.5278
H 9.3303 -3.4803 8.5253
H 8.8756 -4.5533 7.2453
H 7.2379 -2.8472 6.5073
H 6.8204 -2.7457 9.3351
H 7.0055 -4.2985 8.5720
H 4.9555 -2.0574 7.9186
H 4.6874 -3.6181 8.6234
H 3.1453 -2.9649 6.4335
H 3.7202 -3.9875 5.1330
H 4.1877 -2.2971 5.2861
C -7.7048 1.4257 -9.9571
O -6.5460 0.7563 -9.3588
C -6.5174 -0.6182 -9.7205
C -5.3924 -1.2134 -8.8928
N -5.7863 -1.0139 -7.4753
C -4.6826 -1.1279 -6.5336
C -5.0886 -0.5583 -5.2144
O -5.1726 0.9123 -5.2640
C -5.1260 1.5278 -3.9967
H -7.6306 2.4167 -9.5093
H -8.6164 0.9247 -9.6315
H -7.5865 1.5004 -11.0381
H -6.2063 -0.5759 -10.7643
H -7.4125 -1.2363 -9.6519
H -4.4645 -0.6552 -9.0172
H -5.2018 -2.2658 -9.1028
H -6.0514 -0.0451 -7.3698
H -3.7088 -0.8679 -6.9485
H -4.4841 -2.1925 -6.4097
H -4.2952 -0.8128 -4.5117
H -5.9790 -0.9550 -4.7265
H -5.5031 0.9682 -3.1407
H -5.6685 2.4728 -3.9717
H -4.0814 1.6783 -3.7240
C -4.0262 4.3899 -2.0529
O -2.9328 4.8081 -1.2735
C -1.9387 3.8043 -0.9768
C -0.6877 4.4663 -0.3250
N -0.2025 5.4866 -1.2375
C 0.7873 6.3144 -0.6107
C 1.0225 7.5122 -1.5302
O -0.1820 8.2664 -1.4490
C 0.0261 9.6710 -1.7617
H -3.7343 4.1444 -3.0739
H -4.7195 5.2256 -2.1484
H -4.6411 3.5793 -1.6619
H -1.7092 3.3685 -1.9492
H -2.2917 3.0375 -0.2872
H 0.0088 3.6519 -0.1258
H -0.9861 4.9482 0.6061
H -0.9370 6.1462 -1.4509
H 1.6568 5.8265 -0.1703
H 0.2789 6.7483 0.2504
H 1.2450 7.2617 -2.5675
H 1.8794 8.0430 -1.1153
H 0.7470 10.1384 -1.0909
H -0.8533 10.3140 -1.7985
H 0.5902 9.8401 -2.6790
C 6.2395 2.0844 3.4615
O 6.4553 0.7291 3.8823
C 7.2402 -0.0206 2.9857
C 7.1982 -1.4810 3.3318
N 5.9557 -2.2035 3.2310
C 5.4448 -2.4593 1.8768
C 3.9958 -2.9173 2.0296
O 3.1921 -1.9296 2.6887
C 1.9537 -2.3300 3.1452
H 5.8717 2.7004 4.2821
H 5.4394 2.0355 2.7229
H 7.0967 2.5397 2.9655
H 8.2759 0.3152 3.0368
H 7.0179 0.0694 1.9224
H 7.5713 -1.5615 4.3528
H 7.9524 -2.0190 2.7574
H 5.2003 -1.8283 3.7867
H 6.0497 -3.2608 1.4528
H 5.4354 -1.5430 1.2865
H 3.9584 -3.7928 2.6778
H 3.5178 -3.2761 1.1182
H 2.0692 -3.2093 3.7789
H 1.2110 -2.5917 2.3916
H 1.6027 -1.5278 3.7944
C -5.8341 1.0661 7.0038
O -5.6729 1.2766 5.5933
C -5.3094 0.0917 4.8730
C -3.7797 -0.2605 5.1753
N -3.0270 0.8793 4.6987
C -1.6422 0.8415 5.1166
C -1.0750 2.1725 4.5086
O -1.6632 3.3582 5.1497
C -0.9832 4.5465 4.6620
H -4.9117 0.7598 7.4972
H -6.5480 0.2874 7.2725
H -6.2286 1.9649 7.4777
H -5.3693 0.3683 3.8204
H -5.9369 -0.7957 4.9564
H -3.6204 -1.1617 4.5832
H -3.6761 -0.5294 6.2265
H -3.5020 1.7361 4.9442
H -1.2124 -0.0608 4.6815
H -1.6693 0.9294 6.2027
H -1.2818 2.1587 3.4385
H 0.0113 2.1511 4.5956
H -1.3650 5.4123 5.2030
H -1.1939 4.6886 3.6020
H 0.0966 4.4331 4.7578
C 5.8349 0.9104 -1.3369
O 4.7872 1.8503 -0.9331
C 4.2152 2.5784 -2.0630
C 3.2120 1.7489 -2.9195
N 2.4312 2.4544 -3.8954
C 1.5857 3.5126 -3.3101
C 0.5071 3.8989 -4.2640
O -0.2887 2.7694 -4.4809
C -1.0241 2.8224 -5.6796
H 6.3959 0.5962 -0.4567
H 6.5147 1.3711 -2.0535
H 5.4444 -0.0004 -1.7909
H 4.9414 3.0064 -2.7541
H 3.6653 3.4139 -1.6298
H 2.5779 1.1492 -2.2666
H 3.7833 1.0105 -3.4822
H 1.7419 1.8622 -4.3363
H 2.0721 4.4271 -2.9706
H 1.0971 3.2166 -2.3818
H 1.0195 4.2584 -5.1564
H -0.1105 4.6638 -3.7934
H -1.5805 3.7511 -5.8066
H -1.7869 2.0449 -5.7218
H -0.3334 2.6510 -6.5052
C -0.9006 0.2637 -2.8792
O -1.4838 -0.9819 -3.1191
C -2.5550 -1.2486 -2.1651
C -2.0584 -1.3298 -0.7304
N -2.2900 -0.1357 0.0832
C -1.5506 -0.1973 1.3880
C -0.0392 -0.1955 1.3074
O 0.5277 1.0193 0.8439
C 1.9672 0.9490 1.0733
H -0.6642 0.2913 -1.8155
H -1.5392 1.1211 -3.0912
H 0.0523 0.3470 -3.4019
H -3.0793 -2.1607 -2.4502
H -3.4537 -0.6440 -2.2868
H -0.9847 -1.5132 -0.7699
H -2.5029 -2.1749 -0.2047
H -3.2833 -0.2306 0.2395
H -1.8604 -0.9596 2.1030
H -1.7964 0.7582 1.8513
H 0.3587 -1.0593 0.7749
H 0.2199 -0.3682 2.3520
H 2.2870 0.0066 0.6286
H 2.0530 0.8992 2.1588
H 2.5239 1.8036 0.6890
C -4.8762 -4.0697 3.5520
O -5.4529 -2.9946 2.8623
C -5.2779 -3.1328 1.4497
C -5.8705 -1.9422 0.6793
N -5.1119 -0.6908 1.0035
C -5.7790 0.4461 0.3810
C -5.0315 1.7505 0.7408
O -4.9020 2.0605 2.0918
C -3.9863 3.0509 2.3796
H -5.3411 -4.0589 4.5379
H -3.7894 -4.0559 3.6346
H -5.1809 -4.9879 3.0498
H -5.8576 -3.9836 1.0917
H -4.2402 -3.2433 1.1349
H -6.9068 -1.7854 0.9787
H -5.8987 -2.1933 -0.3810
H -4.9575 -0.5914 1.9967
H -6.8292 0.5790 0.6407
H -5.7774 0.3643 -0.7059
H -5.6472 2.5609 0.3507
H -4.0275 1.7438 0.3165
H -4.2353 4.0264 1.9618
H -2.9741 2.7009 2.1773
H -4.0803 3.2814 3.4408

Atomic forces in eV per Å
C -0.15 -1.27 0.39
O 0.82 1.29 0.29
C -0.39 -0.66 0.61
C 1.16 0.20 -0.37
N -1.47 -0.18 -1.03
C 0.79 -0.15 1.12
C -1.15 -0.73 -1.26
O -0.35 -0.38 -0.06
C 0.29 0.44 1.06
H 0.00 -0.27 0.11
H 0.09 0.45 0.56
H 0.13 0.71 -0.19
H -0.41 0.03 -0.25
H 0.04 0.04 -0.39
H 0.63 -0.25 0.20
H -0.25 0.70 0.11
H -0.04 -0.06 -1.11
H -0.15 -0.51 0.25
H -0.03 -0.11 0.05
H 0.34 0.14 0.26
H 0.41 0.35 0.32
H 0.35 0.45 -0.42
H -0.37 0.18 -0.47
H -0.15 -0.61 0.25
C -0.93 -0.40 -0.35
O 0.18 0.16 1.43
C 0.21 -0.31 -0.05
C 0.39 1.36 0.88
N -0.86 -0.25 -1.62
C -0.73 0.02 1.02
C 0.92 -2.23 0.34
O 0.00 0.88 1.06
C -0.66 0.06 -1.31
H 0.57 -0.26 -0.25
H 0.32 -0.43 -0.04
H -0.25 0.15 -0.09
H 0.64 -0.29 -0.51
H -0.26 -0.27 -0.36
H 0.41 0.62 0.71
H -0.81 -0.04 -0.51
H 0.46 0.32 0.07
H 0.33 -0.30 0.23
H -0.14 0.62 -0.39
H 0.06 -0.41 -0.34
H -0.36 0.63 0.34
H 0.66 0.46 -0.18
H 0.26 -0.17 0.07
H -0.30 0.03 -0.10
C 0.29 -0.37 0.76
O -0.43 0.52 -0.83
C -0.37 -0.19 -1.33
C -0.78 0.21 0.78
N 0.12 0.29 0.47
C 1.96 0.56 0.12
C 0.11 -0.98 -0.29
O -0.21 0.08 0.83
C -0.12 -0.66 -1.56
H 0.16 -0.05 0.36
H -0.11 -0.68 0.19
H 0.19 0.08 0.03
H 0.46 0.04 0.45
H -0.59 0.09 -0.21
H 0.48 0.01 -0.50
H -0.38 0.16 -0.40
H -0.01 0.23 0.23
H -0.36 -0.02 -0.73
H 0.07 -0.09 0.39
H -0.03 -0.02 0.28
H -0.39 0.32 0.02
H 0.19 0.17 0.30
H -0.17 0.17 0.13
H 0.09 0.24 0.47
C -0.71 -0.17 -0.93
O 0.57 -1.16 -0.69
C 1.41 0.03 1.38
C -1.21 0.20 -0.38
N 0.91 -0.82 0.12
C 0.70 0.72 0.63
C -0.03 0.55 0.13
O -1.23 -2.35 0.31
C -0.77 0.71 -1.09
H 0.32 0.90 0.63
H -0.34 0.49 -0.23
H -0.15 0.30 0.51
H 0.08 -0.75 0.20
H 0.24 0.36 -0.86
H -0.29 0.28 -0.64
H -0.18 -0.17 0.52
H -0.11 0.22 -0.02
H -0.16 -0.04 -0.07
H 0.06 -0.34 0.23
H -0.01 0.51 0.12
H 0.19 -0.26 -0.28
H 0.12 0.34 0.62
H 0.76 0.22 -0.12
H -0.13 0.06 -0.12
C -0.12 0.42 -0.62
O -1.23 -0.95 0.14
C -0.38 -0.04 2.52
C 0.34 -1.26 -2.03
N -0.30 -0.87 0.48
C 0.61 0.36 0.67
C -0.40 0.37 -0.93
O -1.01 0.72 1.01
C 0.84 -0.31 1.01
H 0.79 0.05 0.26
H 0.08 -0.27 -0.39
H 0.10 0.38 0.18
H 0.11 0.08 -0.22
H -0.31 0.65 -0.40
H 0.12 0.24 -0.19
H 0.37 0.11 0.12
H 0.68 0.43 -0.14
H -0.80 -0.28 -0.49
H 1.00 0.18 0.10
H -0.13 -0.21 -0.44
H 0.16 -0.29 -0.14
H -0.02 0.55 -0.33
H -0.04 -0.27 0.19
H -0.32 0.16 -0.33
C -1.28 -0.60 0.55
O 0.19 -0.12 -0.51
C 0.92 -0.33 0.88
C 0.63 1.87 -1.41
N 0.80 -0.39 0.61
C -1.25 0.28 -0.27
C 0.13 -0.38 1.19
O 0.05 0.07 -1.32
C -0.56 0.06 0.47
H -0.06 -0.34 -0.01
H -0.32 -0.08 0.20
H 0.30 0.15 -0.33
H 0.38 -0.16 -0.05
H -0.26 0.54 -0.17
H -0.09 0.36 0.06
H -0.48 -0.32 -0.15
H 0.27 -0.22 -0.35
H 0.10 0.20 0.11
H -0.48 -0.45 0.05
H 0.26 0.27 -0.28
H -0.33 -0.08 0.23
H -0.12 -0.28 0.43
H 0.35 -0.16 0.11
H 0.63 -0.03 0.08
C 1.72 -0.07 1.32
O -2.14 0.02 -0.32
C 2.05 0.29 -0.83
C -0.47 0.58 1.44
N 0.30 -0.02 -0.15
C -0.93 -1.68 -0.68
C 1.43 1.67 1.19
O -0.63 -1.29 -0.12
C 0.66 -0.07 0.33
H -0.40 0.08 -0.24
H -0.10 0.04 -0.27
H -0.20 -0.19 -0.08
H -0.09 -0.66 -0.41
H -0.48 0.55 0.44
H 0.16 0.06 -0.66
H -0.15 -0.04 -0.03
H -0.44 0.23 -0.47
H 0.11 1.31 0.18
H -0.25 -0.50 0.53
H 0.41 0.07 0.23
H -0.45 -0.13 -0.68
H -0.53 -0.66 -0.22
H 0.12 0.04 -0.46
H 0.27 0.41 0.00
C -0.17 0.42 -0.36
O 0.14 -0.16 0.92
C 0.09 0.72 -0.05
C -1.97 0.07 -1.47
N 0.87 -1.17 -0.27
C -0.61 1.00 -0.03
C 0.43 -0.19 1.04
O 0.01 1.96 -0.55
C 1.17 -0.38 -0.04
H 0.28 -0.27 -0.15
H 0.18 0.25 0.16
H 0.36 -0.38 0.41
H 0.51 -0.42 0.04
H -0.36 -0.12 -0.09
H 0.33 0.17 -0.06
H -0.13 -0.19 0.55
H -0.58 -0.36 -0.14
H 0.19 -0.18 -0.80
H 0.30 0.44 0.65
H -0.05 -0.25 -0.12
H 0.05 0.50 -0.01
H -0.19 -0.18 0.91
H -0.36 -0.79 0.19
H -0.38 -0.57 -0.74
C -0.70 -0.86 -0.53
O 0.15 0.52 -0.15
C 0.51 0.07 -0.35
C 0.27 -0.43 0.86
N -0.33 -0.34 -0.43
C -0.75 0.40 1.34
C -0.67 -0.74 0.67
O 1.50 0.86 -1.22
C -0.13 -0.62 1.00
H 0.30 -0.23 0.15
H -0.13 0.32 -0.26
H 0.30 -0.05 0.28
H 0.37 0.07 0.21
H -0.83 0.54 -0.21
H -0.16 -0.08 0.32
H 0.06 0.07 -0.36
H 0.27 0.37 0.05
H -0.12 0.13 -0.45
H 0.24 0.04 -0.53
H 0.36 -0.33 0.26
H 0.07 0.44 -0.51
H -0.10 -0.29 0.22
H 0.01 0.22 -0.40
H -0.29 -0.01 -0.14
C -0.07 -0.12 -0.17
O -0.68 -0.88 0.76
C 1.95 0.24 0.10
C -2.69 0.67 -1.18
N -0.46 -1.43 -0.33
C -1.38 2.88 -0.79
C 0.05 -0.61 0.86
O 1.32 -0.69 -0.93
C -0.72 -0.97 0.05
H 0.30 0.27 -0.07
H -0.29 -0.30 -0.51
H 0.30 0.22 -0.34
H 0.11 0.25 0.07
H -0.40 0.13 0.80
H 0.53 -0.13 -0.11
H 0.31 0.09 0.35
H 0.11 0.07 0.26
H 0.50 0.20 0.44
H 1.00 -0.53 0.26
H -0.21 0.21 -0.09
H 0.29 0.45 0.33
H 0.12 -0.20 0.13
H -0.10 0.00 -0.21
H 0.08 0.14 0.29
C -0.76 0.58 0.16
O 0.55 -0.28 -1.68
C -0.99 -0.46 0.09
C 0.72 -1.26 0.35
N -0.30 2.19 0.34
C -0.04 -0.11 0.77
C 0.24 0.47 0.40
O -0.53 -0.68 -0.25
C -0.09 -0.22 -0.30
H -0.14 0.31 0.14
H 0.07 0.17 0.02
H -0.30 0.09 -0.08
H 0.53 -0.09 0.22
H 0.09 -0.01 0.25
H -0.19 0.06 0.63
H 0.27 -0.18 -0.02
H 0.26 -0.48 0.00
H 0.69 0.03 -0.50
H -0.22 -0.63 0.32
H -0.36 0.05 -0.52
H 0.11 0.39 -0.18
H 0.23 0.35 0.02
H 0.17 -0.29 0.36
H -0.11 0.23 -0.38
C 0.74 0.43 1.13
O -1.90 -0.72 0.12
C -0.25 -0.48 -0.40
C 0.48 0.18 0.28
N 1.08 -0.64 -0.08
C -0.72 1.64 -1.40
C -0.39 0.04 0.38
O 0.48 -0.02 -0.26
C -1.56 -0.48 0.28
H 0.18 0.53 0.17
H -0.13 -0.11 -0.28
H -0.23 -0.08 -0.36
H 0.98 -0.79 -0.17
H 0.42 1.42 0.10
H 0.10 -0.21 -0.12
H -0.13 -0.58 -0.18
H -0.32 0.49 0.80
H -0.19 -0.54 -0.17
H -0.14 -0.01 0.34
H 0.17 -0.10 -0.38
H 0.51 0.14 0.28
H 0.57 0.11 0.06
H 0.59 -0.11 0.10
H -0.44 -0.06 -0.25
C -0.86 -0.47 0.24
O 0.55 0.75 -1.16
C -1.18 0.72 -0.53
C 0.80 0.57 1.96
N -0.80 -1.15 -1.90
C 1.02 1.10 1.48
C -0.38 0.47 -0.86
O -1.16 -1.61 0.95
C 0.09 0.68 1.02
H 0.28 -0.07 0.13
H 0.18 0.29 -0.11
H 0.15 -0.37 0.07
H 0.10 -0.47 0.18
H 0.35 -0.10 0.34
H -0.33 -0.25 0.11
H 0.45 0.26 -0.14
H -0.35 0.11 0.12
H -0.32 -0.26 0.39
H 0.32 -0.15 -0.13
H 0.18 0.25 -0.84
H 0.00 0.02 -0.48
H 0.17 0.00 -0.94
H 0.19 0.35 -0.23
H 0.22 -0.45 0.20